Entry 1:
Below is 14 unconnected molecules or ions with the total composition C48H130N6O18 at a distorted geometry, with properties calculated with ωB97M-V with the def2-TZVPD basis set.

The geometry in ORCA input format:
```
! wB97M-V def2-TZVPD RIJCOSX def2/J DEFGRID3
* xyz 0 1
C 4.296 -0.833 5.713
C 3.236 -1.903 5.549
C 3.942 -3.370 5.675
O 5.180 -3.537 5.021
C 5.050 -3.758 3.653
N 2.062 -1.695 6.342
H 3.829 0.103 6.018
H 4.883 -0.654 4.812
H 5.044 -1.083 6.465
H 2.930 -1.723 4.519
H 3.293 -4.219 5.457
H 4.102 -3.517 6.743
H 4.714 -4.790 3.548
H 6.043 -3.622 3.223
H 4.375 -3.046 3.179
H 1.801 -0.722 6.267
H 1.378 -2.307 5.921
C -1.920 1.927 -4.970
C -2.110 0.869 -3.936
C -0.903 0.604 -2.922
O 0.198 0.019 -3.451
C 1.355 0.148 -2.696
N -3.342 1.326 -3.271
H -2.785 2.155 -5.594
H -1.046 1.643 -5.555
H -1.564 2.852 -4.517
H -2.251 -0.081 -4.450
H -1.203 -0.081 -2.130
H -0.749 1.576 -2.452
H 1.687 1.181 -2.799
H 2.143 -0.522 -3.039
H 1.256 0.022 -1.618
H -4.032 1.490 -3.990
H -3.697 0.458 -2.894
C -4.200 -5.895 4.717
C -5.463 -6.081 5.457
O -6.090 -4.883 5.512
H -4.423 -5.564 3.702
H -3.464 -6.696 4.787
H -3.675 -5.068 5.194
H -5.294 -6.468 6.462
H -6.085 -6.726 4.836
H -6.601 -4.776 4.706
C -5.046 2.567 4.416
C -4.995 1.802 5.690
O -4.833 0.423 5.455
H -4.321 2.303 3.646
H -4.824 3.594 4.706
H -6.092 2.532 4.109
H -5.945 1.930 6.209
H -4.172 2.163 6.306
H -5.004 0.016 6.308
C -2.000 -2.741 5.268
C -1.241 -4.031 4.739
O 0.115 -3.712 4.528
H -2.324 -2.120 4.433
H -1.348 -2.154 5.915
H -2.832 -3.146 5.846
H -1.729 -4.452 3.860
H -1.150 -4.803 5.504
H 0.620 -4.478 4.246
C 6.617 -1.921 0.569
C 6.465 -0.966 -0.602
O 7.771 -0.849 -1.202
H 7.376 -1.604 1.285
H 6.837 -2.951 0.291
H 5.675 -2.012 1.110
H 6.173 0.039 -0.297
H 5.732 -1.296 -1.339
H 7.850 -0.081 -1.772
C 0.970 -6.880 1.515
C 2.079 -6.393 2.387
O 1.448 -6.060 3.599
H 1.216 -7.102 0.477
H 0.227 -6.097 1.363
H 0.611 -7.835 1.900
H 2.446 -5.442 2.000
H 2.931 -7.053 2.550
H 1.908 -6.381 4.378
C -4.331 -1.113 0.951
C -4.455 -0.363 2.235
O -5.420 -0.969 3.067
H -5.308 -1.502 0.665
H -3.573 -1.893 1.028
H -4.104 -0.461 0.108
H -4.792 0.616 1.894
H -3.603 -0.368 2.914
H -5.458 -0.508 3.908
C -6.263 -2.416 -3.116
C -4.671 -2.342 -2.933
O -4.422 -1.108 -2.359
H -6.579 -3.416 -3.414
H -6.495 -1.725 -3.927
H -6.685 -2.158 -2.145
H -4.238 -2.479 -3.923
H -4.299 -3.191 -2.360
H -4.790 -1.161 -1.474
C 1.215 -2.142 1.580
C -0.373 -2.190 1.528
O -0.814 -1.051 0.842
H 1.636 -2.414 0.612
H 1.604 -2.664 2.454
H 1.536 -1.101 1.592
H -0.814 -2.150 2.524
H -0.705 -3.102 1.032
H -1.289 -0.404 1.370
C 0.884 -4.546 -1.531
O -0.328 -5.094 -1.043
C -1.564 -4.831 -1.772
C -1.540 -5.476 -3.180
N -1.117 -6.900 -3.112
C -0.815 -7.404 -4.449
C 0.521 -6.967 -5.024
O 1.515 -7.138 -4.012
C 2.807 -6.627 -4.499
H 1.125 -4.809 -2.561
H 1.704 -4.837 -0.874
H 0.891 -3.456 -1.511
H -1.592 -3.742 -1.826
H -2.455 -5.269 -1.322
H -0.979 -4.913 -3.927
H -2.564 -5.537 -3.548
H -0.196 -6.864 -2.698
H -1.662 -7.228 -5.111
H -0.806 -8.494 -4.433
H 0.456 -5.900 -5.238
H 0.814 -7.422 -5.970
H 3.010 -6.920 -5.529
H 3.678 -7.042 -3.992
H 2.805 -5.537 -4.502
C 7.534 2.236 -3.811
O 7.833 1.607 -2.529
C 8.283 2.559 -1.572
C 7.208 3.592 -1.177
N 6.293 3.119 -0.067
C 5.090 3.980 -0.001
C 4.369 3.549 1.253
O 3.654 2.305 1.052
C 3.335 1.644 2.291
H 8.265 2.963 -4.167
H 6.557 2.714 -3.747
H 7.460 1.395 -4.501
H 9.087 3.097 -2.074
H 8.896 2.137 -0.776
H 6.608 3.846 -2.050
H 7.782 4.463 -0.862
H 5.934 2.192 -0.247
H 4.450 3.994 -0.883
H 5.377 5.027 0.092
H 3.758 4.385 1.594
H 5.127 3.393 2.020
H 2.544 2.233 2.754
H 4.197 1.438 2.925
H 2.906 0.643 2.329
C 3.468 6.984 -8.279
O 2.810 6.033 -7.500
C 1.434 6.235 -7.237
C 0.998 5.778 -5.822
N 1.664 6.587 -4.770
C 1.215 6.432 -3.346
C 1.587 5.031 -2.864
O 1.436 4.911 -1.418
C 1.496 3.562 -0.979
H 3.391 7.872 -7.651
H 3.125 7.129 -9.303
H 4.500 6.634 -8.315
H 0.863 5.720 -8.009
H 1.205 7.283 -7.434
H 1.260 4.726 -5.714
H -0.088 5.870 -5.804
H 2.661 6.602 -4.930
H 0.171 6.747 -3.343
H 1.850 7.194 -2.895
H 2.584 4.856 -3.269
H 0.996 4.280 -3.389
H 0.622 2.999 -1.306
H 1.834 3.348 0.034
H 2.309 3.125 -1.559
C -5.552 10.095 1.881
O -6.169 9.036 1.138
C -5.909 7.718 1.613
C -5.890 6.800 0.423
N -5.925 5.389 0.926
C -5.643 4.242 0.012
C -5.058 3.105 0.762
O -3.819 3.393 1.316
C -2.809 3.778 0.374
H -5.975 11.030 1.513
H -4.472 10.237 1.848
H -5.822 10.209 2.931
H -6.693 7.594 2.360
H -5.011 7.719 2.231
H -4.900 6.911 -0.018
H -6.813 7.012 -0.117
H -5.456 5.324 1.819
H -5.298 4.598 -0.959
H -6.562 3.775 -0.343
H -5.064 2.230 0.111
H -5.815 2.757 1.465
H -1.895 4.025 0.914
H -2.977 4.728 -0.134
H -2.625 3.020 -0.388
*
```

Properties
HOMO = -8.324 eV
strongest force on any atom = 3.26 eV/A

***

Entry 2:
Below is C3H5NO in the gas phase, with properties calculated with ωB97M-V with the def2-TZVPD basis set.

The geometry in ORCA input format:
```
! wB97M-V def2-TZVPD RIJCOSX def2/J DEFGRID3
* xyz 0 1
O 2.378 -0.164 0.399
C 1.191 -0.334 0.533
C 0.141 0.767 0.363
N -0.937 0.122 -0.378
C -0.550 -0.877 -1.137
H -0.203 1.092 1.354
H 0.559 1.625 -0.175
H -1.897 0.427 -0.201
H 0.745 -1.300 0.834
H -1.428 -1.358 -1.593
*
```

Properties
HOMO = -8.763 eV
relative energy (zero: lowest compared OMol25 entry of this formula, charge and spin) = 281.2 kJ/mol
strongest force on any atom = 0.73 eV/A

***

Entry 3:
Below is 5 unconnected molecules or ions with the total composition C24H34F2O6S3 at a distorted geometry, with properties calculated with ωB97M-V with the def2-TZVPD basis set.

The geometry in ORCA input format:
```
! wB97M-V def2-TZVPD RIJCOSX def2/J DEFGRID3
* xyz 0 1
O 3.481 0.173 1.453
S 2.789 0.860 2.543
O 3.407 1.430 3.678
C 1.722 2.061 1.703
C 0.282 1.468 1.877
C 0.496 -0.113 2.097
C 1.592 -0.399 2.883
H 2.141 2.125 0.668
H 1.644 2.966 2.195
H -0.458 1.804 2.797
H -0.413 1.457 1.150
H 0.628 -0.667 1.114
H -0.378 -0.704 2.600
H 1.978 -1.229 3.154
H 1.276 0.026 3.912
O -5.931 -0.575 -0.328
S -4.946 0.418 -0.783
O -5.157 1.821 -0.832
C -3.351 0.064 -0.087
C -2.443 -0.040 -1.355
C -3.244 -0.774 -2.438
C -4.489 -0.127 -2.445
H -3.278 -0.835 0.371
H -3.174 1.006 0.469
H -2.111 0.924 -1.773
H -1.573 -0.725 -1.031
H -3.454 -1.795 -2.283
H -2.712 -0.724 -3.462
H -5.561 -0.623 -2.727
H -4.432 0.837 -2.866
O 3.458 1.592 -3.951
S 2.152 1.682 -3.310
O 2.078 1.882 -1.937
C 1.114 2.593 -4.309
C 0.234 1.549 -5.007
C 0.708 0.033 -4.751
C 1.360 0.112 -3.545
H 1.792 3.138 -4.932
H 0.635 3.403 -3.793
H -0.855 1.588 -4.608
H 0.071 1.924 -6.064
H 1.302 -0.422 -5.440
H -0.316 -0.554 -4.653
H 2.135 -0.694 -3.402
H 0.788 -0.041 -2.403
F 4.511 -4.770 3.041
C 5.144 -4.054 2.053
C 6.449 -4.210 1.654
C 7.022 -3.625 0.649
C 6.311 -2.774 -0.151
C 4.993 -2.583 0.013
C 4.357 -3.248 1.109
H 6.941 -4.677 2.553
H 8.028 -3.967 0.733
H 6.709 -2.199 -0.860
H 4.493 -1.713 -0.475
H 3.440 -3.161 1.302
F -5.132 3.417 2.138
C -4.617 2.299 2.709
C -5.392 1.041 2.512
C -4.851 -0.176 2.980
C -3.629 -0.056 3.762
C -2.879 1.110 3.960
C -3.435 2.278 3.397
H -6.171 1.040 1.876
H -5.070 -1.193 2.841
H -3.301 -1.106 4.124
H -1.948 1.167 4.539
H -2.960 3.264 3.391
*
```

Properties
HOMO = -9.001 eV
relative energy (zero: lowest compared OMol25 entry of this formula, charge and spin) = 0.0 kJ/mol
strongest force on any atom = 9.74 eV/A
structure (SMILES) = O=S1(=O)CCCC1.O=S1(=O)CCCC1.O=S1(=O)CCCC1.Fc1ccccc1.Fc1ccccc1

***

Entry 4:
Below is C4H6N2O2 in the gas phase at a distorted geometry, with properties calculated with ωB97M-V with the def2-TZVPD basis set.

The geometry in ORCA input format:
```
! wB97M-V def2-TZVPD RIJCOSX def2/J DEFGRID3
* xyz 0 1
C -2.569 -0.761 0.374
C -1.513 -1.001 -0.097
C -0.305 -1.075 -0.792
N 0.606 0.114 -0.096
C 0.220 1.403 0.395
N 1.889 -0.151 0.072
O 2.703 0.740 0.444
O 2.236 -1.351 -0.085
H -3.516 -0.360 0.567
H -0.542 -0.770 -1.854
H 0.372 -2.011 -0.804
H -0.813 1.720 0.071
H 0.199 1.320 1.501
H 1.032 2.183 0.303
*
```

Properties
HOMO = -10.092 eV
relative energy (zero: lowest compared OMol25 entry of this formula, charge and spin) = 702.0 kJ/mol
strongest force on any atom = 3.83 eV/A
structure (SMILES) = C#CCN(C)[N+](=O)[O-]

***

Entry 5:
Below is a molecular structure, C27H41CuNP2 at a distorted geometry, with properties calculated with ωB97M-V with the def2-TZVPD basis set.

The geometry in ORCA input format:
```
! wB97M-V def2-TZVPD RIJCOSX def2/J DEFGRID3
* xyz 0 2
P -2.179 -1.662 -3.731
P -3.245 -2.014 -0.723
C -3.481 -2.939 -3.421
C -4.292 -2.635 -2.165
H -2.971 -3.913 -3.365
H -4.117 -2.931 -4.316
H -5.044 -1.850 -2.348
H -4.807 -3.535 -1.803
C -2.610 -3.668 -0.204
H -2.126 -3.568 0.778
H -1.871 -4.049 -0.925
H -3.454 -4.373 -0.133
C -4.608 -1.781 0.470
H -5.198 -2.702 0.575
H -5.250 -0.968 0.107
H -4.182 -1.493 1.438
C -1.298 -2.320 -5.181
H -0.465 -1.651 -5.439
H -1.997 -2.398 -6.026
H -0.891 -3.311 -4.930
C -3.210 -0.342 -4.478
H -3.940 0.040 -3.748
H -3.735 -0.765 -5.345
H -2.571 0.490 -4.804
Cu 1.286 1.676 1.342
C -0.670 0.182 0.306
C -0.177 -1.063 0.117
C 0.003 -1.790 -1.168
C 1.110 -1.231 -2.093
C 0.602 -0.348 -3.179
C -0.462 0.480 -3.187
C -1.451 0.699 -2.089
C -0.977 1.229 -0.731
C 2.149 2.375 -0.235
H -0.857 0.500 1.351
H 0.218 -1.583 1.005
H -0.939 -1.817 -1.755
H 0.237 -2.849 -0.943
H 1.904 -0.742 -1.497
H 1.591 -2.096 -2.593
H 1.154 -0.464 -4.127
H -0.611 1.098 -4.106
H -2.003 -0.232 -1.867
H -2.226 1.386 -2.469
H -0.150 1.943 -0.859
H -1.803 1.839 -0.318
H 2.316 3.459 -0.109
H 1.653 2.133 -1.181
H 3.113 1.846 -0.149
C 1.070 0.499 6.664
C 0.367 0.130 5.502
C 0.831 0.521 4.252
C 2.010 1.303 4.128
C 2.735 1.629 5.308
C 2.252 1.249 6.559
N 2.400 1.722 2.885
C 3.575 2.468 2.673
C 3.551 3.877 2.804
C 4.695 4.629 2.537
C 5.881 3.992 2.144
C 5.898 2.604 1.955
C 4.757 1.845 2.201
H 0.698 0.204 7.646
H -0.550 -0.460 5.581
H 0.291 0.240 3.342
H 3.661 2.201 5.210
H 2.799 1.539 7.459
H 2.614 4.348 3.112
H 4.654 5.715 2.651
H 6.788 4.582 1.979
H 6.811 2.106 1.619
H 4.741 0.765 2.039
*
```

Properties
HOMO (alpha / beta) = -6.840 / -6.781 eV
relative energy (zero: lowest compared OMol25 entry of this formula, charge and spin) = 0.0 kJ/mol
strongest force on any atom = 1.46 eV/A

***

Entry 6:
Below is 2 unconnected molecules or ions with the total composition C2H8NO at a distorted geometry, with properties calculated with ωB97M-V with the def2-TZVPD basis set.

The geometry in ORCA input format:
```
! wB97M-V def2-TZVPD RIJCOSX def2/J DEFGRID3
* xyz 1 1
O 0.238 -2.009 0.810
H 1.091 -2.288 1.137
H -0.299 -2.571 1.379
H 1.029 1.777 1.105
C 0.718 0.867 0.588
C 0.070 1.067 -0.697
N -1.085 0.608 -1.021
H -0.054 0.367 1.179
H 1.566 0.199 0.475
H 0.669 1.441 -1.530
H -1.738 0.384 -0.284
H -1.516 0.803 -1.914
*
```

Properties
HOMO = -15.537 eV
relative energy (zero: lowest compared OMol25 entry of this formula, charge and spin) = 64.9 kJ/mol
strongest force on any atom = 2.10 eV/A

***

Entry 7:
Below is a molecular structure, C49H49F3N3O2SbSn, with properties calculated with ωB97M-V with the def2-TZVPD basis set.

The geometry in ORCA input format:
```
! wB97M-V def2-TZVPD RIJCOSX def2/J DEFGRID3
* xyz 2 1
Sn -0.342 -1.075 -0.986
C 3.423 -0.942 0.667
C 2.706 -2.292 0.698
C 3.703 -3.445 0.812
C 1.684 -2.354 1.813
C 2.114 -2.269 3.133
C 1.221 -2.375 4.183
C -0.125 -2.569 3.930
C -0.609 -2.678 2.630
C -2.081 -2.992 2.434
C -2.350 -4.325 1.733
C -2.860 -1.854 1.784
C 0.316 -2.569 1.570
N -0.115 -2.769 0.221
C 0.168 -3.982 -0.346
O 0.630 -4.945 0.213
C -0.107 -4.009 -1.830
C -0.084 -5.173 -2.578
C -0.326 -5.080 -3.941
C -0.571 -3.839 -4.519
C -0.574 -2.723 -3.703
N -0.349 -2.822 -2.391
C -0.811 -1.341 -4.239
O -0.946 -1.136 -5.419
N -0.959 -0.374 -3.256
C -0.847 0.929 -3.607
C -1.863 1.842 -3.158
C -1.755 3.163 -3.524
C -0.671 3.613 -4.280
C 0.339 2.743 -4.678
C 0.288 1.404 -4.359
C 1.447 0.508 -4.706
C 2.714 0.977 -3.981
C 1.667 0.456 -6.218
C -3.069 1.351 -2.400
C -4.371 1.762 -3.088
C -3.043 1.855 -0.959
H 4.138 -0.910 -0.153
H 3.977 -0.772 1.589
H 2.724 -0.106 0.536
H 2.190 -2.411 -0.267
H 4.289 -3.358 1.725
H 4.395 -3.432 -0.027
H 3.189 -4.405 0.828
H 3.165 -2.135 3.346
H 1.577 -2.318 5.203
H -0.812 -2.668 4.759
H -2.480 -3.087 3.450
H -2.265 -4.237 0.650
H -3.365 -4.650 1.953
H -1.664 -5.101 2.065
H -2.529 -1.666 0.753
H -2.753 -0.936 2.364
H -3.920 -2.098 1.734
H 0.123 -6.109 -2.082
H -0.321 -5.971 -4.554
H -0.757 -3.718 -5.575
H -2.529 3.865 -3.252
H -0.615 4.656 -4.557
H 1.177 3.132 -5.237
H 1.232 -0.507 -4.349
H 3.022 1.964 -4.323
H 3.531 0.289 -4.192
H 2.575 1.024 -2.898
H 1.985 1.428 -6.591
H 0.763 0.161 -6.748
H 2.457 -0.257 -6.447
H -3.040 0.254 -2.389
H -4.523 2.839 -3.046
H -5.216 1.294 -2.587
H -4.384 1.456 -4.132
H -3.078 2.943 -0.920
H -2.138 1.541 -0.426
H -3.908 1.474 -0.421
F -4.676 4.265 4.349
C -3.687 3.522 3.858
C -4.003 2.392 3.126
C -2.967 1.626 2.617
C -1.646 1.988 2.845
C -1.356 3.133 3.588
C -2.380 3.910 4.098
Sb 0.021 0.932 2.061
C 1.218 0.852 3.773
C 0.598 0.708 5.016
C 1.350 0.711 6.175
C 2.726 0.842 6.065
F 3.457 0.851 7.174
C 3.373 0.961 4.843
C 2.608 0.946 3.694
C 1.000 2.405 0.889
C 0.772 2.486 -0.483
C 1.334 3.500 -1.238
C 2.125 4.437 -0.596
F 2.671 5.414 -1.318
C 2.367 4.391 0.766
C 1.800 3.367 1.506
H -5.038 2.129 2.968
H -3.211 0.745 2.042
H -0.335 3.431 3.777
H -2.182 4.798 4.677
H -0.476 0.604 5.089
H 0.896 0.617 7.149
H 4.447 1.058 4.814
H 3.102 1.027 2.734
H 0.143 1.760 -0.991
H 1.171 3.575 -2.303
H 2.988 5.145 1.225
H 1.988 3.334 2.570
*
```

Properties
HOMO (alpha / beta) = -13.938 / -13.411 eV
relative energy (zero: lowest compared OMol25 entry of this formula, charge and spin) = 1.3 kJ/mol
strongest force on any atom = 0.43 eV/A